No. 1
Density functional theory data (ωB97M-V with the def2-TZVPD basis set) for a structure of composition C11H8ClN2O2ReS5Sb at a distorted geometry.

Values from the calculation:
- 2S+1 = 1
- frontier orbital gap (Ha) = 0.20118
- E (Eh) = -3452.6019
- net charge = +3
- ΔE to the lowest compared entry with this formula, charge and spin (eV) = 0.000
- LUMO (eV) = -11.0
- E_HOMO (eV) = -16.5072

CARTESIAN COORDINATES (ANGSTROEM)
Re  0.769  0.313  0.210
S  0.256  4.184  5.203
Sb  0.575  5.157  3.331
S  -0.355  1.752  1.328
S  2.742  0.876  0.291
S  0.948  6.209  1.512
Cl  -2.028  -3.904  7.179
C  -1.536  -2.901  5.909
C  -1.907  -1.552  5.914
C  -1.508  -0.745  4.884
C  -0.741  -1.262  3.832
C  -0.377  -2.613  3.836
C  -0.766  -3.427  4.862
C  -0.359  -0.417  2.749
O  -0.651  0.848  2.801
O  0.249  -0.872  1.696
H  -2.508  -1.172  6.729
H  -1.804  0.296  4.870
H  0.220  -3.012  3.023
H  -0.492  -4.473  4.880
S  -0.349  0.342  -1.827
C  0.804  -0.645  -2.640
N  0.740  -0.805  -3.979
C  1.627  -1.603  -4.615
C  2.593  -2.249  -3.883
C  2.600  -2.048  -2.511
N  1.701  -1.252  -1.903
H  0.023  -0.322  -4.514
H  1.519  -1.684  -5.690
H  3.317  -2.894  -4.362
H  3.333  -2.535  -1.876

***

No. 2
Density functional theory data (ωB97M-V with the def2-TZVPD basis set) for the molecule C11H8N2 at a distorted geometry.

Values from the calculation:
- 2S+1 = 1
- frontier orbital gap (spin up / spin down) (Ha) = 0.23912 / 0.28326
- E (Eh) = -533.3138
- ΔE to the lowest compared entry with this formula, charge and spin (eV) = 4.606
- LUMO (spin up / spin down) (eV) = -1.7 / -1.9
- E_HOMO (spin up / spin down) (eV) = -8.2071 / -9.6191

CARTESIAN COORDINATES (ANGSTROEM)
C  -3.279  1.750  -0.185
C  2.688  1.822  -0.703
C  -0.042  -2.000  -0.943
C  -1.446  -1.872  -1.033
C  0.679  -0.885  -0.481
C  -2.016  -0.730  -0.602
C  0.078  0.219  0.050
C  -1.291  0.424  -0.255
C  0.928  1.294  0.786
C  -1.919  1.591  -0.042
C  2.398  1.185  0.443
N  -4.412  1.917  -0.350
N  2.709  2.401  -1.712
H  0.409  -2.766  -1.584
H  -2.146  -2.641  -1.089
H  1.803  -0.765  -0.464
H  -3.006  -0.457  -1.068
H  0.606  2.276  0.361
H  0.868  1.275  1.925
H  -1.408  2.469  0.221
H  2.943  0.327  0.857

***

No. 3
Density functional theory data (ωB97M-V with the def2-TZVPD basis set) for a structure of composition C11H8N4O2ReS6Sb.

Values from the calculation:
- 2S+1 = 2
- frontier orbital gap (spin up / spin down) (Ha) = 0.21778 / 0.21896
- E (Eh) = -3501.3617
- net charge = -1
- ΔE to the lowest compared entry with this formula, charge and spin (eV) = 0.000
- LUMO (spin up / spin down) (eV) = 0.4 / 0.3
- E_HOMO (spin up / spin down) (eV) = -5.5589 / -5.6160

CARTESIAN COORDINATES (ANGSTROEM)
Re  -1.118  1.029  1.521
S  1.729  -2.727  2.404
Sb  0.554  -1.201  3.622
S  0.879  1.030  2.709
S  -1.633  -0.940  2.521
S  0.507  -1.314  5.850
S  -3.341  1.158  0.763
C  -3.645  2.845  0.590
C  -4.935  3.238  0.097
N  -5.966  3.528  -0.318
C  -2.728  3.779  0.962
S  -1.185  3.320  1.615
C  -3.011  5.181  0.884
N  -3.237  6.305  0.812
O  2.545  -4.889  -0.173
C  3.238  -3.767  -0.647
N  2.389  -2.599  -0.680
C  2.116  -1.911  -1.798
O  2.576  -2.151  -2.903
C  1.172  -0.736  -1.633
C  0.851  0.013  -2.755
C  -0.030  1.076  -2.637
C  -0.578  1.362  -1.404
N  -0.250  0.643  -0.315
C  0.612  -0.383  -0.421
H  2.264  -4.712  0.735
H  3.553  -3.983  -1.666
H  4.113  -3.556  -0.024
H  2.027  -2.310  0.226
H  1.302  -0.265  -3.699
H  -0.309  1.680  -3.488
H  -1.290  2.164  -1.255
H  0.827  -0.905  0.505